No. 1
Entry from the Open Molecules 2025 dataset: 17 unconnected molecules or ions with the total composition C54H108O38S7 in a non-equilibrium geometry (ωB97M-V with the def2-TZVPD basis set).

Cartesian coordinates (Å):
C (-4.766, 14.692, 7.828)
C (-6.111, 15.180, 8.054)
C (-6.968, 14.289, 7.166)
O (-6.113, 14.098, 6.071)
C (-4.787, 14.324, 6.349)
H (-4.672, 13.831, 8.491)
H (-4.048, 15.489, 8.023)
H (-6.106, 16.196, 7.660)
H (-6.361, 15.079, 9.110)
H (-7.887, 14.732, 6.782)
H (-7.188, 13.341, 7.658)
H (-4.366, 15.137, 5.758)
H (-4.164, 13.431, 6.396)
C (-10.006, 16.138, 9.649)
C (-9.158, 15.396, 10.688)
C (-9.337, 14.015, 10.185)
O (-10.395, 13.988, 9.191)
C (-11.102, 15.170, 9.198)
H (-9.451, 16.349, 8.735)
H (-10.580, 16.978, 10.042)
H (-9.554, 15.455, 11.701)
H (-8.182, 15.870, 10.581)
H (-9.199, 13.334, 11.025)
H (-8.405, 13.890, 9.633)
H (-11.984, 14.970, 9.806)
H (-11.473, 15.440, 8.209)
C (-8.912, 12.436, 2.357)
C (-10.205, 13.083, 2.058)
C (-10.535, 13.922, 3.376)
O (-10.048, 13.046, 4.321)
C (-8.912, 12.285, 3.867)
H (-8.076, 13.068, 2.058)
H (-8.849, 11.507, 1.790)
H (-10.929, 12.286, 1.891)
H (-10.339, 13.784, 1.235)
H (-11.605, 14.089, 3.505)
H (-9.944, 14.832, 3.478)
H (-8.903, 11.217, 4.083)
H (-7.983, 12.669, 4.288)
C (-12.479, 8.941, 6.417)
C (-13.013, 10.292, 6.208)
C (-11.843, 11.031, 5.672)
O (-10.746, 10.098, 5.618)
C (-11.217, 8.765, 5.660)
H (-13.178, 8.114, 6.297)
H (-12.223, 8.821, 7.470)
H (-13.519, 10.639, 7.109)
H (-13.820, 10.197, 5.482)
H (-11.542, 11.906, 6.247)
H (-12.046, 11.378, 4.659)
H (-10.637, 7.957, 6.107)
H (-11.282, 8.556, 4.593)
C (-5.755, 18.334, 3.686)
C (-6.506, 17.185, 4.332)
C (-6.897, 16.352, 3.136)
O (-7.160, 17.273, 2.069)
C (-6.462, 18.518, 2.373)
H (-4.700, 18.086, 3.568)
H (-5.844, 19.224, 4.309)
H (-7.345, 17.590, 4.898)
H (-5.844, 16.681, 5.038)
H (-7.834, 15.802, 3.223)
H (-6.100, 15.676, 2.825)
H (-7.154, 19.348, 2.229)
H (-5.640, 18.489, 1.657)
C (-2.092, 17.465, 13.373)
C (-3.327, 16.728, 13.130)
C (-3.574, 17.155, 11.672)
O (-2.273, 17.051, 11.159)
C (-1.295, 17.136, 12.128)
H (-1.600, 17.279, 14.327)
H (-2.312, 18.532, 13.398)
H (-4.235, 17.055, 13.636)
H (-3.163, 15.652, 13.185)
H (-4.000, 18.147, 11.529)
H (-4.275, 16.427, 11.263)
H (-0.764, 17.994, 11.716)
H (-0.683, 16.234, 12.168)
C (-7.785, 22.069, 7.669)
C (-6.337, 21.715, 7.913)
C (-6.357, 20.586, 9.055)
O (-7.777, 20.423, 9.285)
C (-8.656, 20.966, 8.297)
H (-7.996, 22.341, 6.634)
H (-7.960, 22.972, 8.253)
H (-5.730, 22.515, 8.338)
H (-5.953, 21.357, 6.958)
H (-5.987, 21.023, 9.982)
H (-5.759, 19.752, 8.686)
H (-9.603, 21.339, 8.686)
H (-8.964, 20.174, 7.615)
C (-12.502, 21.133, 5.654)
C (-11.278, 21.997, 5.522)
C (-11.413, 22.932, 6.635)
O (-11.925, 22.119, 7.701)
C (-12.764, 21.067, 7.204)
H (-12.312, 20.143, 5.239)
H (-13.268, 21.599, 5.033)
H (-11.507, 22.530, 4.600)
H (-10.328, 21.462, 5.527)
H (-11.988, 23.829, 6.404)
H (-10.419, 23.144, 7.032)
H (-13.772, 21.252, 7.574)
H (-12.441, 20.077, 7.528)
C (-8.093, 19.494, 12.946)
C (-7.180, 20.177, 13.922)
C (-6.551, 19.064, 14.698)
O (-7.477, 17.952, 14.513)
C (-8.595, 18.231, 13.667)
H (-7.562, 19.109, 12.075)
H (-8.947, 20.137, 12.733)
H (-7.913, 20.674, 14.558)
H (-6.520, 20.919, 13.472)
H (-6.505, 19.277, 15.766)
H (-5.546, 18.767, 14.400)
H (-9.499, 18.489, 14.219)
H (-8.778, 17.461, 12.918)
C (-12.423, 16.747, 14.613)
C (-12.453, 17.871, 15.594)
C (-13.986, 18.221, 15.689)
O (-14.654, 17.102, 15.235)
C (-13.730, 15.992, 14.868)
H (-11.574, 16.064, 14.641)
H (-12.399, 17.134, 13.595)
H (-11.752, 18.641, 15.271)
H (-12.084, 17.452, 16.530)
H (-14.117, 19.015, 14.953)
H (-14.367, 18.583, 16.643)
H (-13.938, 15.544, 13.897)
H (-13.583, 15.322, 15.716)
C (-13.462, 11.834, 13.170)
C (-13.139, 10.372, 13.493)
O (-13.328, 10.277, 14.919)
S (-12.860, 11.646, 15.696)
O (-11.352, 11.693, 15.777)
O (-13.555, 11.951, 16.939)
O (-13.386, 12.505, 14.393)
H (-14.299, 12.050, 12.506)
H (-12.707, 12.348, 12.575)
H (-12.096, 10.125, 13.293)
H (-13.830, 9.689, 12.999)
C (-15.215, 18.430, 10.157)
C (-14.402, 17.831, 11.300)
O (-13.718, 18.979, 11.824)
S (-13.048, 19.824, 10.529)
O (-11.641, 19.397, 10.221)
O (-13.311, 21.219, 10.745)
O (-14.129, 19.119, 9.471)
H (-16.029, 19.051, 10.531)
H (-15.566, 17.596, 9.549)
H (-13.702, 17.033, 11.053)
H (-15.098, 17.539, 12.086)
C (-9.793, 10.261, 9.943)
C (-9.394, 10.111, 8.514)
O (-8.012, 9.928, 8.523)
S (-7.239, 10.612, 9.807)
O (-6.535, 11.785, 9.462)
O (-6.522, 9.574, 10.516)
O (-8.706, 10.900, 10.555)
H (-10.129, 9.349, 10.436)
H (-10.626, 10.962, 9.969)
H (-9.771, 10.946, 7.923)
H (-9.737, 9.096, 8.313)
C (-16.037, 8.574, 9.108)
C (-16.283, 9.266, 10.451)
O (-15.047, 9.315, 11.103)
S (-13.713, 8.908, 10.094)
O (-13.097, 7.682, 10.458)
O (-12.865, 10.030, 9.787)
O (-14.699, 8.636, 8.862)
H (-16.765, 8.999, 8.417)
H (-16.305, 7.518, 9.059)
H (-16.936, 8.671, 11.089)
H (-16.670, 10.275, 10.309)
C (-7.625, 14.172, 15.343)
C (-8.458, 13.267, 14.449)
O (-7.883, 13.426, 13.194)
S (-6.281, 13.745, 13.166)
O (-6.010, 14.876, 12.298)
O (-5.431, 12.515, 13.034)
O (-6.398, 14.431, 14.711)
H (-7.300, 13.675, 16.257)
H (-8.102, 15.131, 15.548)
H (-9.535, 13.417, 14.380)
H (-8.259, 12.209, 14.623)
C (-18.193, 13.416, 8.619)
C (-18.459, 13.612, 10.078)
O (-17.294, 13.074, 10.706)
S (-15.907, 13.624, 10.033)
O (-14.884, 12.617, 10.259)
O (-15.755, 15.026, 10.506)
O (-16.708, 13.618, 8.535)
H (-18.741, 14.168, 8.051)
H (-18.464, 12.410, 8.298)
H (-19.459, 13.314, 10.395)
H (-18.348, 14.689, 10.203)
C (-8.083, 8.974, 13.295)
C (-7.565, 7.547, 13.015)
O (-8.523, 6.621, 13.549)
S (-10.022, 7.344, 13.463)
O (-10.962, 6.746, 14.451)
O (-10.466, 7.530, 12.077)
O (-9.313, 8.683, 13.993)
H (-8.348, 9.487, 12.371)
H (-7.250, 9.421, 13.837)
H (-6.636, 7.363, 13.555)
H (-7.177, 7.447, 12.001)


No. 2
Entry from the Open Molecules 2025 dataset: 5 unconnected molecules or ions with the total composition C54H111N4S in a non-equilibrium geometry (ωB97M-V with the def2-TZVPD basis set).

Cartesian coordinates (Å):
C (-5.613, -6.952, 1.944)
C (-4.428, -7.106, 0.923)
C (-3.016, -7.201, 1.560)
C (-4.723, -7.109, -0.461)
C (-4.726, -5.812, -1.380)
C (-4.403, -4.605, -0.441)
C (-4.586, -3.180, -1.141)
C (-4.936, -2.208, 0.069)
C (-3.273, -2.773, -1.904)
C (-3.556, -1.849, -3.174)
C (-4.229, -0.553, -2.609)
C (-3.781, 0.801, -3.319)
N (-4.099, 1.857, -2.328)
C (-5.435, 1.734, -1.818)
N (-5.715, 2.556, -0.871)
C (-4.823, 3.558, -0.268)
C (-5.137, 3.475, 1.288)
C (-4.476, 2.089, 1.737)
C (-3.348, 2.250, 2.819)
C (-1.878, 1.887, 2.260)
C (-1.613, 2.892, 1.069)
C (-0.104, 3.268, 0.794)
C (0.410, 2.466, -0.477)
C (1.913, 2.782, -0.811)
C (2.882, 2.623, 0.417)
C (4.351, 3.128, 0.121)
C (5.313, 2.062, -0.541)
N (4.848, 1.834, -1.918)
C (4.612, 2.800, -2.879)
C (4.143, 2.125, -4.057)
C (4.098, 0.660, -3.753)
C (4.557, 0.583, -2.383)
N (-6.360, 0.841, -2.374)
S (-7.723, 0.467, -1.367)
C (-5.763, -0.511, -2.718)
H (-5.466, -7.576, 2.865)
H (-5.598, -5.889, 2.311)
H (-6.607, -7.103, 1.474)
H (-2.908, -8.083, 2.224)
H (-2.890, -6.297, 2.227)
H (-2.236, -7.111, 0.782)
H (-5.012, -8.095, -0.905)
H (-5.759, -5.712, -1.773)
H (-3.957, -5.908, -2.184)
H (-3.410, -4.676, 0.059)
H (-5.170, -4.604, 0.378)
H (-5.458, -3.300, -1.837)
H (-5.814, -2.635, 0.622)
H (-4.100, -2.166, 0.799)
H (-5.248, -1.192, -0.258)
H (-2.842, -3.718, -2.329)
H (-2.473, -2.355, -1.250)
H (-2.605, -1.630, -3.720)
H (-4.274, -2.361, -3.858)
H (-3.857, -0.436, -1.555)
H (-4.249, 0.943, -4.314)
H (-2.670, 0.817, -3.458)
H (-3.487, 1.645, -1.536)
H (-6.650, 2.556, -0.470)
H (-5.145, 4.559, -0.635)
H (-3.742, 3.373, -0.345)
H (-6.225, 3.513, 1.501)
H (-4.552, 4.268, 1.803)
H (-5.245, 1.411, 2.192)
H (-4.079, 1.525, 0.855)
H (-3.521, 1.517, 3.650)
H (-3.260, 3.266, 3.260)
H (-1.089, 2.085, 3.029)
H (-1.828, 0.817, 1.937)
H (-1.992, 2.392, 0.129)
H (-2.271, 3.789, 1.200)
H (-0.109, 4.357, 0.527)
H (0.511, 3.085, 1.698)
H (-0.221, 2.830, -1.335)
H (0.247, 1.365, -0.382)
H (2.062, 3.812, -1.223)
H (2.220, 2.084, -1.633)
H (2.922, 1.548, 0.737)
H (2.513, 3.238, 1.277)
H (4.358, 4.054, -0.505)
H (4.839, 3.403, 1.092)
H (5.259, 1.126, 0.051)
H (6.358, 2.436, -0.575)
H (4.758, 3.871, -2.684)
H (3.860, 2.634, -4.992)
H (3.755, -0.118, -4.450)
H (4.613, -0.386, -1.866)
H (-7.198, -0.323, -0.368)
H (-6.033, -0.691, -3.792)
H (-6.212, -1.343, -2.145)
C (-1.201, -0.438, -9.853)
C (0.016, -1.055, -9.174)
C (0.323, -2.473, -9.656)
C (-0.771, -3.506, -9.378)
C (-1.161, -3.659, -7.909)
C (-0.017, -4.144, -7.028)
H (-2.113, -0.998, -9.636)
H (-1.352, 0.585, -9.500)
H (-1.068, -0.404, -10.936)
H (-0.121, -1.041, -8.088)
H (0.886, -0.425, -9.381)
H (1.261, -2.803, -9.199)
H (0.510, -2.449, -10.734)
H (-0.434, -4.476, -9.759)
H (-1.665, -3.254, -9.955)
H (-1.981, -4.381, -7.843)
H (-1.552, -2.715, -7.517)
H (0.360, -5.109, -7.374)
H (-0.360, -4.267, -5.999)
H (0.814, -3.435, -7.014)
C (-1.309, 3.187, 9.053)
C (-0.247, 4.171, 8.577)
C (-0.512, 4.713, 7.172)
C (-0.515, 3.664, 6.059)
C (0.770, 2.845, 5.935)
C (1.991, 3.689, 5.592)
H (-1.345, 2.295, 8.424)
H (-1.092, 2.861, 10.072)
H (-2.298, 3.650, 9.052)
H (0.739, 3.701, 8.626)
H (-0.219, 5.015, 9.272)
H (0.234, 5.482, 6.947)
H (-1.479, 5.226, 7.167)
H (-0.706, 4.171, 5.106)
H (-1.355, 2.977, 6.205)
H (0.630, 2.099, 5.146)
H (0.957, 2.285, 6.855)
H (1.845, 4.224, 4.650)
H (2.871, 3.051, 5.482)
H (2.211, 4.420, 6.372)
C (2.001, -2.872, -3.930)
C (3.137, -3.292, -3.007)
C (4.053, -4.352, -3.621)
C (3.384, -5.686, -3.945)
C (2.713, -6.380, -2.765)
C (3.685, -6.761, -1.655)
H (1.332, -3.707, -4.152)
H (1.403, -2.087, -3.459)
H (2.390, -2.480, -4.873)
H (2.728, -3.641, -2.054)
H (3.740, -2.408, -2.777)
H (4.894, -4.522, -2.942)
H (4.489, -3.952, -4.542)
H (4.139, -6.357, -4.368)
H (2.640, -5.538, -4.735)
H (2.229, -7.290, -3.130)
H (1.915, -5.752, -2.356)
H (4.465, -7.426, -2.031)
H (3.157, -7.283, -0.853)
H (4.162, -5.883, -1.215)
C (5.008, 3.092, 8.149)
C (5.908, 4.275, 8.484)
C (5.892, 5.367, 7.415)
C (6.406, 4.939, 6.039)
C (7.829, 4.383, 6.018)
C (8.878, 5.396, 6.461)
H (5.333, 2.583, 7.239)
H (5.027, 2.361, 8.960)
H (3.974, 3.416, 8.012)
H (6.928, 3.923, 8.659)
H (5.569, 4.712, 9.428)
H (6.479, 6.218, 7.774)
H (4.867, 5.738, 7.301)
H (6.352, 5.803, 5.367)
H (5.729, 4.189, 5.615)
H (8.062, 4.066, 4.997)
H (7.899, 3.486, 6.640)
H (8.858, 6.283, 5.823)
H (9.877, 4.960, 6.395)
H (8.727, 5.712, 7.495)

Properties
- net charge = +1


So what do the calculations give for gap between HOMO and LUMO? Going down the list: 8.30; 5.64 eV.